Run A
Computed, not measured: C2H2Cl2O2S as an isolated structure, with wB97M-V/def2-TZVPD.

Output
Orbital gap = 8.821 eV
Multiplicity = 1
Lowest unoccupied orbital energy = -0.8526 eV
HOMO level = -9.674 eV

Each line ends with the Mulliken charge.
CARTESIAN COORDINATES (ANGSTROEM)
1 C 0.62119 -0.69603 0.85394  -0.1961
2 C -1.20920 1.23958 -1.32207  0.5598
3 O 1.87446 -2.92217 1.14917  -0.5079
4 O -1.11703 0.06233 -1.65308  -0.3598
5 S 0.49351 -2.28788 1.19113  0.3388
6 Cl -2.27151 1.99963 -0.38539  -0.0537
7 Cl 0.20759 2.30810 -1.08943  -0.1376
8 H -0.33912 -0.05634 0.78568  0.1653
9 H 1.74010 0.35277 0.47006  0.1912



Run B
Computed, not measured: a 2-piece molecular cluster, C2H2Cl2O2S overall, with wB97M-V/def2-TZVPD.

Output
Orbital gap (spin up / spin down) = 7.591 / 7.350 eV
Multiplicity = 1
Lowest unoccupied orbital energy (spin up / spin down) = -1.4215 / -1.2618 eV
HOMO level (spin up / spin down) = -9.012 / -8.612 eV

Each line ends with the Mulliken charge.
CARTESIAN COORDINATES (ANGSTROEM)
1 C -0.34013 0.14605 0.80999  -0.3529
2 C 0.53588 0.73530 -0.25649  0.3757
3 O -3.88442 0.70466 -1.15084  -0.3294
4 O -0.05595 -1.01160 1.21756  -0.2197
5 S -3.02333 0.77080 0.04126  0.3159
6 Cl 1.81349 -0.42561 -0.73904  -0.2803
7 Cl 1.25884 2.25800 0.25944  -0.1204
8 H 0.02249 0.77202 -1.20044  0.3095
9 H 0.69617 -1.48866 0.63969  0.3016



Least stable structure: run A